Entry 1:
18
Properties=species:S:1:pos:R:3:lowdin_charge:R:1 method="wB97M-V/def2-TZVPD" relative_energy_kj_mol=170.32 lumo_ev=0.9
C 0.101 -0.847 -0.088 -0.250
C 1.479 -1.119 0.411 -0.470
C 0.886 1.236 0.548 -0.183
C -0.716 -1.756 -0.629 0.072
C 1.155 2.497 0.784 0.022
C -1.426 1.127 -0.167 -0.025
N 2.176 -0.146 0.833 0.191
N -0.154 0.500 0.085 -0.119
N 1.928 -2.409 0.459 0.123
H -1.688 -1.519 -1.019 0.047
H -0.432 -2.790 -0.691 0.045
H 0.436 3.274 0.573 0.048
H 2.105 2.794 1.182 0.048
H -1.644 1.837 0.634 0.095
H -1.420 1.665 -1.120 0.101
H -2.210 0.372 -0.188 0.080
H 1.532 -3.074 -0.184 0.078
H 2.914 -2.506 0.641 0.098


Entry 2:
11
Properties=species:S:1:pos:R:3:lowdin_charge:R:1 method="wB97M-V/def2-TZVPD" relative_energy_kj_mol=383.82 lumo_ev=0.8
C -1.673 -0.502 0.230 -0.065
C 0.888 -0.730 -0.150 -0.230
H -1.879 -1.638 0.174 0.119
H -1.688 -0.366 1.244 0.043
H -2.519 -0.050 -0.197 0.066
H -0.065 1.183 0.778 0.071
H 0.670 -1.796 -0.588 0.145
H 1.680 0.837 0.373 0.032
N -0.409 -0.067 -0.407 -0.219
N 1.981 -0.141 0.241 0.086
O -0.312 1.335 -0.138 -0.049


Entry 3:
139
Properties=species:S:1:pos:R:3:lowdin_charge:R:1 method="wB97M-V/def2-TZVPD" smiles="CCCCOOC(=O)N[C@@H](Br)CC.c1cc[nH]c1.c1cc[nH]c1.c1cc[nH]c1.c1cc[nH]c1.c1cc[nH]c1.c1cc[nH]c1.c1cc[nH]c1.c1cc[nH]c1.c1cc[nH]c1.c1cc[nH]c1.c1cc[nH]c1" lumo_ev=-0.1
C -2.379 -2.594 1.618 -0.078
C -2.539 -1.107 1.419 -0.236
C -1.450 -0.287 2.103 -0.191
C -1.907 1.119 2.272 -0.183
O -2.890 1.359 3.271 -0.061
O -2.911 0.321 4.247 0.023
C -3.142 0.965 5.429 -0.692
O -3.915 1.730 5.482 0.270
N -2.375 0.579 6.531 0.053
C -1.106 1.307 6.527 -0.711
Br -1.342 3.077 7.292 0.754
C -0.038 0.543 7.261 -0.267
C 1.301 0.666 6.588 -0.081
H -2.697 -3.088 0.734 0.063
H -1.367 -2.870 1.777 0.064
H -2.999 -2.900 2.423 0.066
H -3.480 -0.735 1.754 0.105
H -2.441 -0.909 0.380 0.090
H -0.632 -0.245 1.422 0.111
H -1.081 -0.736 2.995 0.103
H -1.092 1.795 2.393 0.104
H -2.375 1.396 1.356 0.111
H -2.188 -0.410 6.402 0.124
H -0.797 1.465 5.522 0.069
H 0.057 0.992 8.210 0.074
H -0.313 -0.470 7.381 0.105
H 1.197 1.054 5.605 0.044
H 1.931 1.323 7.127 0.067
H 1.806 -0.265 6.537 0.072
N 2.218 3.126 3.749 0.019
C 2.201 3.095 2.383 -0.135
C 3.447 2.738 1.956 -0.120
C 4.257 2.554 3.114 -0.129
C 3.465 2.803 4.201 -0.136
H 1.434 3.355 4.334 0.140
H 1.305 3.323 1.835 0.100
H 3.749 2.620 0.929 0.099
H 5.296 2.271 3.142 0.085
H 3.683 2.771 5.254 0.111
N 7.971 3.414 1.937 0.007
C 7.665 4.659 2.416 -0.152
C 8.824 5.239 2.849 -0.104
C 9.876 4.307 2.618 -0.111
C 9.318 3.194 2.053 -0.144
H 7.311 2.763 1.557 0.133
H 6.652 5.019 2.406 0.090
H 8.912 6.220 3.281 0.091
H 10.920 4.442 2.841 0.089
H 9.759 2.270 1.725 0.103
N 3.958 7.369 -0.826 0.000
C 3.572 6.437 0.099 -0.141
C 4.688 5.746 0.490 -0.115
C 5.791 6.289 -0.223 -0.106
C 5.309 7.286 -1.024 -0.137
H 3.344 8.014 -1.286 0.142
H 2.543 6.348 0.398 0.099
H 4.713 4.946 1.207 0.055
H 6.820 5.980 -0.152 0.087
H 5.808 7.943 -1.715 0.106
N 4.538 -0.778 2.950 0.016
C 3.371 -1.235 2.417 -0.139
C 3.671 -2.244 1.544 -0.121
C 5.085 -2.399 1.547 -0.109
C 5.589 -1.481 2.428 -0.133
H 4.607 -0.037 3.624 0.120
H 2.427 -0.809 2.709 0.104
H 2.957 -2.812 0.972 0.075
H 5.662 -3.107 0.976 0.087
H 6.600 -1.272 2.731 0.107
N -1.276 4.784 -1.621 0.005
C -1.808 4.794 -0.360 -0.142
C -3.153 4.565 -0.470 -0.123
C -3.444 4.407 -1.854 -0.115
C -2.264 4.545 -2.535 -0.134
H -0.306 4.930 -1.842 0.143
H -1.188 4.964 0.502 0.100
H -3.851 4.514 0.349 0.093
H -4.407 4.213 -2.294 0.091
H -2.044 4.495 -3.586 0.108
N -1.729 -1.461 -3.122 0.008
C -2.316 -0.226 -3.070 -0.144
C -3.378 -0.231 -3.935 -0.106
C -3.442 -1.520 -4.525 -0.100
C -2.413 -2.254 -4.005 -0.150
H -0.923 -1.740 -2.598 0.137
H -1.927 0.548 -2.430 0.101
H -4.034 0.600 -4.123 0.087
H -4.158 -1.865 -5.250 0.094
H -2.110 -3.270 -4.185 0.093
N -1.082 -4.526 -6.626 0.011
C -2.194 -5.170 -7.099 -0.132
C -1.792 -6.050 -8.064 -0.134
C -0.377 -5.938 -8.174 -0.124
C 0.029 -4.992 -7.273 -0.137
H -1.082 -3.821 -5.913 0.106
H -3.171 -4.944 -6.710 0.106
H -2.435 -6.702 -8.628 0.093
H 0.265 -6.489 -8.839 0.094
H 1.006 -4.610 -7.039 0.106
N -5.258 2.070 -0.289 0.009
C -5.794 2.052 0.969 -0.141
C -7.138 1.819 0.852 -0.106
C -7.423 1.681 -0.535 -0.109
C -6.242 1.842 -1.206 -0.149
H -4.292 2.228 -0.507 0.105
H -5.175 2.207 1.838 0.102
H -7.837 1.750 1.667 0.089
H -8.381 1.487 -0.984 0.088
H -6.011 1.814 -2.257 0.099
N -1.641 -4.975 -12.401 0.004
C -2.156 -5.034 -11.135 -0.140
C -3.489 -5.317 -11.239 -0.111
C -3.790 -5.440 -12.626 -0.115
C -2.630 -5.225 -13.315 -0.148
H -0.685 -4.778 -12.625 0.141
H -1.533 -4.868 -10.277 0.083
H -4.175 -5.425 -10.416 0.087
H -4.749 -5.660 -13.063 0.087
H -2.421 -5.228 -14.370 0.102
N -4.745 -1.628 6.706 0.011
C -4.597 -1.503 8.062 -0.142
C -5.123 -2.623 8.642 -0.109
C -5.604 -3.460 7.595 -0.110
C -5.354 -2.819 6.415 -0.136
H -4.454 -0.952 6.030 0.104
H -4.135 -0.631 8.490 0.103
H -5.161 -2.824 9.699 0.089
H -6.078 -4.420 7.700 0.089
H -5.556 -3.103 5.397 0.106
N 3.543 -3.952 -1.552 0.009
C 2.367 -4.423 -2.066 -0.150
C 2.662 -5.441 -2.930 -0.113
C 4.076 -5.591 -2.935 -0.109
C 4.588 -4.660 -2.073 -0.139
H 3.623 -3.201 -0.892 0.101
H 1.425 -3.996 -1.771 0.096
H 1.948 -6.016 -3.492 0.088
H 4.648 -6.303 -3.504 0.090
H 5.601 -4.443 -1.786 0.105


Entry 4:
170
Properties=species:S:1:pos:R:3:lowdin_spin:R:1 method="wB97M-V/def2-TZVPD" spin_multiplicity=2 total_charge=-1 lumo_ev="1.9 / 1.8"
C 3.829 -0.530 3.671 0.007
O 3.574 -1.746 4.426 0.006
P 2.280 -1.689 5.549 0.002
O 2.042 -0.466 6.270 0.002
O 1.031 -2.129 4.601 0.002
C 0.894 -3.325 3.901 0.003
O 2.520 -3.049 6.426 0.001
C 3.755 -3.173 7.167 0.012
H 3.543 0.305 4.311 0.001
H 3.129 -0.541 2.836 0.001
H 4.814 -0.155 3.390 0.003
H 1.836 -3.519 3.389 0.001
H 0.156 -3.209 3.107 0.001
H 0.650 -4.097 4.632 0.001
H 3.910 -4.220 7.427 0.002
H 4.049 -2.434 7.912 0.002
H 4.486 -3.028 6.372 0.003
C -3.917 -2.088 -1.382 0.003
O -4.783 -3.137 -0.971 0.000
P -5.225 -3.320 0.571 0.001
O -6.084 -2.251 1.059 0.002
O -3.753 -3.618 1.290 0.001
C -3.204 -2.637 2.245 0.003
O -5.896 -4.810 0.537 0.000
C -6.141 -5.519 1.705 0.001
H -3.831 -1.231 -0.715 0.001
H -4.069 -1.804 -2.423 0.000
H -2.916 -2.437 -1.128 0.001
H -3.876 -2.155 2.954 0.001
H -2.838 -1.714 1.796 0.001
H -2.440 -2.981 2.943 0.001
H -6.205 -4.906 2.604 0.000
H -5.609 -6.467 1.790 0.000
H -7.193 -5.805 1.703 0.000
C -8.432 6.339 3.905 0.001
O -8.014 4.919 4.080 0.000
P -6.451 4.624 4.364 0.001
O -5.653 5.508 5.323 0.001
O -5.886 4.656 2.851 0.002
C -4.523 4.468 2.714 0.005
O -6.657 3.089 4.754 0.002
C -6.953 3.039 6.148 0.001
H -7.606 7.040 4.019 0.000
H -9.296 6.564 4.529 0.000
H -8.835 6.462 2.899 0.000
H -4.286 4.330 1.659 0.002
H -4.078 3.601 3.203 0.000
H -4.096 5.441 2.956 0.001
H -7.427 3.891 6.635 0.000
H -6.214 2.487 6.728 0.001
H -7.824 2.386 6.207 0.000
C 3.772 -3.358 -5.807 0.043
O 2.389 -3.024 -5.749 0.008
P 1.703 -2.496 -4.310 0.003
O 0.242 -2.390 -4.346 0.003
O 2.237 -3.650 -3.308 0.003
C 1.739 -5.024 -3.339 0.010
O 2.510 -1.135 -4.032 0.034
C 2.671 -0.121 -5.027 0.093
H 4.245 -2.857 -4.962 0.010
H 4.250 -2.923 -6.684 0.011
H 4.078 -4.397 -5.689 0.006
H 1.378 -5.470 -2.412 0.001
H 2.558 -5.648 -3.696 0.003
H 1.148 -5.106 -4.252 0.002
H 1.958 0.698 -5.126 0.015
H 2.880 -0.505 -6.026 0.016
H 3.598 0.330 -4.673 0.046
C -1.315 0.731 -6.234 0.008
O -0.457 1.736 -6.855 0.015
P -0.970 2.618 -8.143 0.005
O -2.480 2.699 -8.307 0.002
O -0.326 4.048 -7.931 0.007
C 0.990 4.415 -7.732 0.060
O -0.244 2.105 -9.484 0.013
C -0.156 2.870 -10.660 0.012
H -0.785 -0.096 -5.762 0.002
H -2.045 0.328 -6.936 0.001
H -1.891 1.168 -5.418 0.002
H 1.444 4.899 -8.597 0.007
H 1.623 3.574 -7.447 0.021
H 1.088 5.049 -6.851 0.012
H -0.732 3.792 -10.577 0.001
H -0.665 2.370 -11.485 0.001
H 0.867 3.131 -10.931 0.003
C -1.987 1.171 2.284 0.004
O -0.703 1.065 1.580 0.003
P -0.603 0.374 0.050 0.005
O -0.772 -1.118 0.087 0.003
O -1.729 1.144 -0.823 0.010
C -1.624 1.002 -2.357 0.017
O 0.891 0.858 -0.448 0.031
C 1.998 0.030 -0.236 0.012
H -2.790 0.945 1.582 0.001
H -2.159 2.186 2.642 0.001
H -2.228 0.444 3.060 0.002
H -1.873 1.967 -2.798 0.008
H -2.325 0.226 -2.661 0.001
H -0.562 0.782 -2.470 0.004
H 2.254 -0.571 -1.108 0.003
H 1.707 -0.702 0.517 0.002
H 2.831 0.567 0.219 0.003
C -5.853 1.157 -6.691 0.002
O -6.082 -0.224 -6.861 0.000
P -4.812 -1.283 -7.044 0.000
O -4.008 -0.862 -8.180 0.002
O -4.277 -1.112 -5.497 0.001
C -3.040 -1.773 -5.184 0.002
O -5.593 -2.716 -7.211 0.000
C -6.222 -3.295 -6.096 0.001
H -4.842 1.302 -6.312 0.001
H -6.564 1.561 -5.969 0.000
H -6.027 1.743 -7.594 0.000
H -2.322 -2.027 -5.963 0.001
H -3.206 -2.679 -4.600 0.000
H -2.598 -1.350 -4.282 0.001
H -6.089 -4.339 -5.812 0.000
H -7.278 -3.388 -6.351 0.000
H -6.394 -2.617 -5.260 0.000
C 5.756 -4.041 1.821 0.024
O 4.806 -5.067 1.959 0.003
P 3.934 -5.617 0.763 0.002
O 2.736 -6.466 1.071 0.002
O 5.042 -6.360 -0.216 0.009
C 6.093 -7.013 0.500 0.011
O 3.519 -4.201 -0.007 0.008
C 2.229 -3.632 0.251 0.004
H 5.542 -3.207 2.490 0.003
H 5.825 -3.711 0.784 0.008
H 6.737 -4.358 2.177 0.006
H 7.063 -6.517 0.496 0.003
H 6.215 -7.966 -0.016 0.001
H 5.905 -7.306 1.533 0.001
H 1.554 -4.337 0.736 0.001
H 1.964 -3.249 -0.735 0.001
H 2.379 -2.747 0.870 0.001
C -1.193 4.024 5.447 0.002
O -0.019 3.557 6.079 0.001
P 1.513 4.053 5.752 0.001
O 1.522 5.350 5.007 0.002
O 2.160 3.971 7.219 0.001
C 2.243 2.818 8.060 0.004
O 2.221 2.751 4.978 0.001
C 1.694 2.113 3.869 0.003
H -1.105 4.798 4.684 0.001
H -1.916 4.396 6.173 0.000
H -1.364 3.013 5.078 0.001
H 2.143 1.845 7.578 0.000
H 1.689 2.818 8.999 0.000
H 3.301 2.849 8.317 0.002
H 0.981 2.823 3.449 0.001
H 1.136 1.254 4.242 0.001
H 2.323 1.803 3.034 0.001
C 7.823 3.017 4.046 0.027
O 7.082 2.126 3.082 0.017
P 5.816 2.674 2.262 0.006
O 5.113 1.590 1.424 0.021
O 6.393 3.897 1.311 0.008
C 7.204 3.601 0.134 0.065
O 5.008 3.521 3.318 0.003
C 4.131 4.525 2.945 0.010
H 8.828 3.056 3.625 0.005
H 7.907 2.668 5.075 0.005
H 7.516 4.063 4.023 0.003
H 8.290 3.655 0.200 0.009
H 6.913 4.437 -0.502 0.008
H 6.884 2.667 -0.329 0.014
H 4.264 5.344 3.652 0.001
H 3.121 4.118 3.009 0.001
H 4.366 4.814 1.921 0.003


Entry 5:
12
Properties=species:S:1:pos:R:3:lowdin_charge:R:1 method="wB97M-V/def2-TZVPD" relative_energy_kj_mol=566.56 total_charge=+1 smiles="C[N+]1=CC=C=C1" lumo_ev="-6.6 / -7.7"
C -1.708 -1.224 0.335 0.019
C -0.667 -0.385 0.873 -0.024
C -0.317 -0.314 -1.352 -0.024
C -1.330 -1.089 -0.939 0.160
C 1.471 1.131 0.136 0.140
N 0.065 0.100 -0.143 -0.097
H -2.480 -1.854 0.883 0.164
H -0.309 -0.311 1.929 0.168
H 0.154 0.154 -2.313 0.198
H 1.026 2.170 0.391 0.118
H 2.101 0.632 0.992 0.122
H 1.994 0.990 -0.792 0.055


Entry 6:
15
Properties=species:S:1:pos:R:3:lowdin_charge:R:1 method="wB97M-V/def2-TZVPD" relative_energy_kj_mol=169.63 smiles="C=CC.C=C" lumo_ev=1.3
C -1.129 -0.819 0.929 -0.257
C -1.732 0.338 0.666 -0.030
C 1.251 1.590 -1.062 -0.077
C 1.866 0.912 -0.100 -0.082
C -0.477 -1.700 -0.095 -0.126
H -1.103 -1.176 1.960 0.093
H -1.019 -2.649 -0.196 0.072
H -1.790 0.726 -0.350 0.052
H -2.197 0.933 1.447 0.052
H 1.753 1.862 -1.988 0.046
H 0.215 1.903 -0.956 0.033
H 1.347 0.645 0.818 0.039
H 2.902 0.596 -0.193 0.048
H 0.552 -1.947 0.195 0.068
H -0.440 -1.213 -1.074 0.069


Entry 7:
19
Properties=species:S:1:pos:R:3:lowdin_charge:R:1 method="wB97M-V/def2-TZVPD" relative_energy_kj_mol=687.99 smiles="C=C(C)/C(C)=C1/OC1=C" lumo_ev="-0.2 / -0.2"
C 2.153 0.382 -0.792 -0.031
C -0.990 -1.556 0.417 -0.051
C -0.189 0.867 -1.169 -0.131
C -1.860 1.671 -1.405 -0.019
C 0.677 0.170 -0.471 -0.213
C 0.297 -0.791 0.594 -0.327
C -2.238 1.647 -0.117 -0.061
C 1.118 -1.039 1.620 0.058
O -0.535 1.658 -2.088 0.066
H 2.655 0.882 0.040 0.080
H 2.641 -0.581 -0.954 0.089
H 2.286 0.999 -1.680 0.083
H -1.851 -0.895 0.318 0.058
H -0.948 -2.151 -0.501 0.092
H -1.166 -2.227 1.257 0.078
H -1.691 1.359 0.774 0.057
H -3.281 1.907 0.036 0.052
H 0.863 -1.780 2.367 0.063
H 2.058 -0.522 1.754 0.058


Entry 8:
47
Properties=species:S:1:pos:R:3:lowdin_charge:R:1 method="wB97M-V/def2-TZVPD" total_charge=+1 lumo_ev=-2.9
C -0.858 2.629 2.192 -0.063
O -0.760 2.880 0.783 -0.154
C -0.535 1.689 0.082 -0.200
N -0.100 1.974 -1.320 -0.034
C -0.591 0.861 -2.217 0.000
C 0.038 -0.491 -1.782 -0.352
O -0.401 -1.451 -2.805 0.026
C -0.985 -2.491 -2.226 -0.335
N -1.156 -3.434 -1.641 0.221
N 1.504 -0.517 -1.801 -0.362
S 2.063 -1.871 -0.838 0.890
C 2.134 0.706 -1.226 -0.380
C 3.606 0.824 -1.829 -0.241
N 3.825 0.123 -3.083 0.014
C 1.377 2.038 -1.527 -0.296
P 2.106 3.406 -0.443 0.789
O 1.331 4.653 -0.651 -0.404
H -0.153 1.849 2.547 0.098
H -1.876 2.301 2.481 0.102
H -0.637 3.551 2.759 0.109
H 0.124 0.983 0.626 0.141
H -1.526 1.181 0.012 0.152
H -0.567 2.837 -1.641 0.208
H -1.692 0.838 -2.265 0.164
H -0.184 1.086 -3.226 0.161
H -0.379 -0.880 -0.825 0.134
H 2.252 -1.404 0.436 -0.092
H 2.239 0.646 -0.115 0.099
H 4.284 0.350 -1.089 0.124
H 3.927 1.875 -1.991 0.090
H 4.119 -0.837 -2.952 0.070
H 3.053 0.207 -3.733 0.075
H 1.569 2.372 -2.571 0.156
H 1.951 2.945 0.903 0.047
H 3.479 3.554 -0.749 0.042
F -2.130 -0.397 1.853 0.018
C -2.425 -1.664 2.253 -0.283
C -2.731 -2.611 1.301 -0.034
C -3.026 -3.905 1.702 -0.066
C -3.021 -4.229 3.053 -0.079
C -2.715 -3.261 4.002 -0.071
C -2.409 -1.968 3.599 -0.021
H -2.738 -2.337 0.253 0.089
H -3.260 -4.660 0.963 0.112
H -3.255 -5.238 3.367 0.108
H -2.715 -3.512 5.054 0.111
H -2.159 -1.201 4.322 0.117


Entry 9:
20
Properties=species:S:1:pos:R:3:lowdin_charge:R:1 method="wB97M-V/def2-TZVPD" relative_energy_kj_mol=257.16 smiles="C=N/C=C(/C)NC.O=C=O" lumo_ev=0.7
C 1.665 0.038 0.431 -0.114
C -1.355 2.748 -2.283 -0.471
C 1.493 -0.390 -1.881 -0.043
C 0.623 -0.683 0.911 -0.334
C 0.529 -0.842 2.493 -0.047
C -1.596 -0.227 0.203 -0.157
N 1.564 0.416 -0.929 -0.016
N -0.422 -1.030 0.007 -0.104
O -1.360 3.763 -1.779 0.231
O -1.403 1.790 -2.887 0.217
H 2.459 0.345 1.157 0.121
H 1.470 -0.029 -2.852 0.047
H 1.374 -1.453 -1.721 0.079
H 0.026 -0.084 2.975 0.019
H 1.586 -0.794 2.902 0.082
H -0.046 -1.834 2.709 0.100
H -2.361 -0.337 1.055 0.102
H -1.269 0.841 0.091 0.086
H -2.197 -0.233 -0.722 0.069
H -0.782 -2.005 0.119 0.135


Here are the calculated DFT total energy numbers, same order: -398.2106, -264.4411, -5480.5980, -7620.7757, -248.3999, -196.4438, -385.8118, -1831.0391, -494.5458 (Eh).